Molecular formula: C41H45Cl2CrN4OPS3
Method: DFT, ωB97M-V/def2-TZVPD

Properties
expectation value of S² = 6.022
energy = -146520.8856 eV
relative energy (zero: lowest compared OMol25 entry of this formula, charge and spin) = 14.2 kJ/mol
spin multiplicity = 5
F_max = 1.09 eV/A
orbital gap (spin up / spin down) = 0.2332 / 0.2416 hartree
HOMO level (spin up / spin down) = -6.374 / -6.733 eV

Cartesian coordinates (Å):
Cr  0.0011  -0.6981  0.0105
Cl  -1.5807  -4.2545  -3.0858
Cl  -1.7206  -7.2281  1.3748
S  0.0938  -1.6543  -4.7348
S  2.2385  -0.4384  -3.0052
S  -0.6106  2.5653  -3.1743
P  2.3671  -0.0195  0.9407
O  -0.3381  -2.1650  -1.2432
N  -0.5579  0.6152  -1.4913
N  1.3515  0.4886  -5.3189
N  -0.4814  0.7138  1.3354
N  -0.2104  -2.2866  1.3355
C  -1.9691  1.4806  -3.1575
C  4.7974  0.1249  -0.5231
C  3.5204  2.2381  -0.2087
C  -2.7493  -0.4648  -1.9746
C  2.5185  1.6122  3.2772
C  3.1426  -2.7108  0.9253
C  -4.1111  1.1998  0.7136
C  -3.9042  -0.4125  -2.7259
C  -4.1387  2.4387  0.0957
C  4.3654  -1.2955  2.6255
C  1.9924  2.3880  4.2953
C  -2.9576  3.1697  0.0690
C  -1.5428  -5.5857  -0.7394
C  -0.7067  -4.6379  2.7836
C  -0.3135  -3.4765  3.4015
C  -4.0964  0.5777  -3.6909
C  -0.2046  2.0565  3.3413
C  1.7213  1.0223  2.2940
C  -1.7597  0.4942  -2.1825
C  -0.6906  -3.3001  -0.7194
C  -1.7637  2.6601  0.5592
C  -0.0997  -2.3201  2.6546
C  2.8649  2.9960  5.3633
C  0.1151  1.6320  -1.9180
C  -0.8721  -4.6373  1.3843
C  -1.7240  1.3430  1.0700
C  0.3207  1.2568  2.2995
C  -0.5365  3.5325  0.5205
C  1.2916  -0.4429  -4.3469
C  -0.5779  -3.4318  0.7023
C  3.9165  0.9136  0.4440
C  -2.9372  0.6498  1.2163
C  -1.3433  -5.7152  0.6120
C  -1.2333  -4.3953  -1.3990
C  -3.1256  1.5329  -3.9236
C  0.3121  0.4612  -6.3299
C  -0.0698  -1.0036  -6.4386
C  3.0562  -1.5053  1.8677
C  0.6102  2.5887  4.3140
C  -5.4011  2.9860  -0.5139
C  -2.9953  -0.6814  1.9129
H  3.9203  2.8309  5.1486
H  -0.5482  1.0632  -6.0140
H  2.7882  2.7795  0.3944
H  4.6013  -2.2027  3.1870
H  3.2841  -3.6304  1.4980
H  2.6386  2.5550  6.3370
H  -1.2733  2.2345  3.3588
H  4.3975  2.8768  -0.3305
H  3.1076  2.0481  -1.2014
H  0.1485  -1.3820  3.1378
H  -5.1755  3.5789  -1.4011
H  -6.0755  2.1797  -0.8027
H  0.1723  3.1789  5.1120
H  -0.9151  -5.5330  3.3522
H  3.9750  -2.6138  0.2276
H  5.1477  -0.8128  -0.0961
H  1.9112  1.3105  -5.1603
H  4.2855  -0.4808  3.3431
H  -2.6078  -1.2336  -1.2300
H  0.6331  -1.5467  -7.0696
H  3.5922  1.4702  3.2446
H  5.6741  0.7216  -0.7851
H  -2.2805  -0.7298  2.7331
H  -2.7640  -1.5058  1.2323
H  2.2839  -1.7171  2.6091
H  -2.9596  4.1617  -0.3737
H  -0.5760  4.2157  -0.3291
H  -1.0856  -1.1685  -6.7864
H  -0.4767  4.1337  1.4311
H  -1.9526  -6.4122  -1.3025
H  4.2561  -0.1004  -1.4394
H  0.6893  0.8505  -7.2757
H  -5.9319  3.6310  0.1907
H  1.0583  1.9351  -1.4982
H  0.3735  2.9389  0.4649
H  2.2282  -2.8092  0.3383
H  2.6873  4.0701  5.4412
H  -3.9953  -0.8466  2.3137
H  5.1995  -1.0939  1.9551
H  -5.0331  0.6328  0.7988
H  -4.6738  -1.1548  -2.5607
H  -0.1929  -3.4380  4.4753
H  -5.0201  0.6086  -4.2538
H  4.4723  1.1243  1.3614
H  -3.2617  2.3049  -4.6700

Forces on atoms 1 to 6 (eV/Å):
Cr 0.05 0.17 0.05
Cl 0.03 -0.04 -0.09
Cl -0.02 -0.11 0.11
S -0.02 0.16 -0.08
S 0.11 -0.12 0.08
S -0.02 -0.16 0.14